{"formula": "C4H12N2S", "method": "the ωB97M-V functional and the def2-TZVPD basis", "symbols": ["H", "N", "C", "N", "H", "H", "H", "C", "C", "C", "S", "H", "H", "H", "H", "H", "H", "H", "H"], "xyz": [[-1.03106, 0.78331, 0.72470], [-1.88121, 0.85489, 0.12293], [-2.30740, -0.36416, -0.08652], [-3.50541, -0.78354, -0.68222], [-1.88390, -1.23860, 0.43414], [-4.02191, -1.37737, -0.00021], [-3.42800, -1.33158, -1.52690], [2.23422, 1.79693, -1.50778], [1.42176, 0.60785, -0.89488], [1.69522, 0.44357, 0.61725], [0.95084, -1.21104, 1.15911], [2.05057, 1.76852, -2.59883], [3.31655, 1.66347, -1.32804], [1.90682, 2.77200, -1.12602], [0.33990, 0.76604, -1.11086], [1.74387, -0.30274, -1.41392], [1.15275, 1.17618, 1.20514], [2.78506, 0.48171, 0.87317], [1.29952, -1.18875, 2.46842]], "mulliken_charge": [0.35, -0.66, 0.20, -0.60, 0.18, 0.29, 0.26, -1.28, -0.21, -0.68, -0.24, 0.34, 0.34, 0.33, 0.19, 0.34, 0.35, 0.39, 0.12], "homo_ev": -9.18, "molar_mass_g_mol": 120.2, "gap_ha": 0.363, "de_lowest_kj_mol": 109.6, "smiles": "[H]/N=C/N.CCCS", "total_charge": 0}